Density functional theory data (ωB97M-V/def2-TZVPD) for a 2-piece molecular cluster, C6H4Cl2N3O2S overall at a distorted geometry.

Calculated values
HOMO-LUMO gap   7.5 eV
Net charge   +1
HOMO energy   -12.616 eV

Each line ends with the Löwdin charge.
Element x y z (Å)
Cl1 3.69 -1.20 0.01  0.822
Cl2 -3.68 0.46 0.24  0.885
H1 2.42 0.15 2.46  0.147
C1 0.71 -1.45 -1.37  -0.017
N1 -1.20 -0.55 -0.34  -0.011
C2 -2.88 -0.34 -0.82  -0.367
C3 -0.64 -1.31 -1.38  -0.120
N2 1.09 -0.79 -0.24  -0.018
O1 -2.33 2.45 -1.13  -0.500
N3 0.50 0.29 1.56  0.130
H2 0.05 0.72 2.39  0.196
S1 -1.29 3.25 -0.46  0.964
C4 2.25 -0.50 0.48  -0.665
H3 1.47 -2.09 -1.81  0.132
C5 0.03 -0.28 0.43  -0.186
O2 -0.64 2.57 0.61  -0.439
C6 1.84 0.18 1.55  -0.084
H4 -1.38 -1.57 -2.18  0.132